The following is a DFT calculation (ωB97M-V/def2-TZVPD) of a molecular structure, C10H30Be2NO13 at a distorted geometry.

For the HOMO energy, the calculation gives -15.037 eV. The charge is +3.

Each line ends with the Löwdin charge.
Element x y z (Å)
O: -0.764 2.625 1.223  0.2226
O: 1.468 -3.894 -3.172  -0.0213
O: -1.292 2.960 -0.681  0.1791
O: -5.072 -4.420 1.718  0.0585
O: 7.961 0.222 2.533  0.0189
O: -1.398 4.326 -6.753  -0.0869
O: -0.557 1.014 -0.037  0.1934
O: 1.109 3.537 7.175  -0.0549
O: -3.133 -6.068 3.509  0.0172
O: -3.972 4.560 -8.222  -0.0229
O: 5.127 0.559 2.040  -0.0170
O: -0.260 -2.446 -4.872  0.0017
O: -2.040 3.426 7.060  -0.0589
N: -0.830 2.177 0.145  -0.6380
C: 0.023 -3.826 -5.033  -0.2037
C: -3.244 -4.673 3.173  -0.1935
C: -1.186 2.705 8.001  -0.1690
C: 1.415 -4.074 -4.553  -0.2202
C: -2.872 3.709 -8.574  -0.1905
C: -1.468 4.285 -8.208  -0.1489
C: 6.943 -0.684 2.918  -0.1722
C: 5.767 -0.640 1.825  -0.2162
C: -3.736 -4.316 1.794  -0.2711
C: 0.310 2.419 7.600  -0.1975
Be: -4.526 5.561 -4.018  0.7844
Be: -0.586 6.310 4.321  0.8002
H: -2.916 3.070 7.226  0.0873
H: 5.072 -1.445 2.063  0.1253
H: -3.845 -4.141 3.910  0.1348
H: -2.326 -4.149 3.437  0.1287
H: -4.787 4.261 -8.632  0.1028
H: 0.364 1.670 6.811  0.1190
H: -3.489 -3.261 1.672  0.1319
H: 7.434 -1.652 3.015  0.1271
H: -2.921 3.417 -9.623  0.1301
H: 6.441 -0.439 3.853  0.1285
H: 1.824 -5.035 -4.865  0.1433
H: -0.542 4.544 -6.377  0.0875
H: -3.082 2.697 -8.230  0.1296
H: -1.213 5.239 -8.669  0.1315
H: -1.043 3.251 8.933  0.1270
H: 6.047 -0.730 0.776  0.1261
H: -0.175 -2.275 -3.931  0.0885
H: -0.735 -4.337 -4.441  0.1344
H: 8.761 -0.206 2.848  0.1052
H: -0.679 3.556 -8.393  0.1267
H: -5.299 -5.352 1.691  0.1285
H: -1.525 1.678 8.138  0.1235
H: 4.372 0.624 1.452  0.1009
H: -3.226 -4.827 0.977  0.1402
H: 2.106 -3.294 -4.874  0.1336
H: 0.925 2.003 8.398  0.1281
H: -2.335 -6.477 3.165  0.1059
H: -0.189 -4.219 -6.028  0.1373
H: 1.920 3.535 7.688  0.0931
H: 1.872 -3.064 -2.908  0.1003



The following is a DFT calculation (ωB97M-V/def2-TZVPD) of a molecular structure, C10H30KO22P2V2 at a distorted geometry.

For the HOMO energy, the calculation gives 2.970 eV. The charge is -3.

Each line ends with the Löwdin charge.
Element x y z (Å)
V: 0.762 -2.394 -1.051  0.9290
V: 0.104 1.418 -1.995  0.8624
K: -2.970 -1.348 -1.465  0.8519
P: -1.399 0.105 -4.665  0.0262
P: -0.484 -0.209 0.245  0.1593
O: 0.309 -1.437 0.817  -0.3534
O: -0.399 -0.669 -1.215  -0.4642
O: -1.531 -1.310 -5.370  -0.5202
O: -1.698 0.991 -5.922  -0.5267
O: 2.955 -1.582 2.073  -0.0723
O: -0.975 2.585 -2.101  -0.3211
O: 1.109 -1.615 -3.074  -0.1734
O: -0.133 0.548 -3.773  -0.4580
O: -3.872 1.358 2.532  -0.0879
O: -1.884 -0.043 0.808  -0.3300
O: -2.775 0.035 -3.913  -0.5498
O: 4.167 -1.462 -2.870  -0.0846
O: 0.285 1.129 0.128  -0.3737
O: -0.234 -3.606 -1.317  -0.3246
O: 1.898 3.083 1.112  -0.0598
O: -2.489 -2.473 1.372  -0.1074
O: 2.571 -0.306 -0.484  -0.1186
O: 1.580 2.075 -2.223  -0.3838
O: 2.211 -3.107 -0.901  -0.3426
O: -0.144 -3.004 2.944  -0.0750
O: -3.709 1.236 -0.419  -0.1093
O: -0.662 2.293 2.500  -0.0851
C: 1.327 3.636 2.247  -0.2878
C: -4.102 2.431 1.608  -0.2405
C: 3.704 -0.434 1.703  -0.2324
C: 2.086 -1.758 -4.090  -0.1968
C: -1.278 -2.432 3.542  -0.2602
C: -2.508 -2.834 2.722  -0.2783
C: 3.305 -0.909 -3.852  -0.2315
C: 0.584 2.626 3.094  -0.2447
C: 3.815 -0.333 0.187  -0.2280
C: -4.677 1.928 0.296  -0.2661
H: -3.430 -2.445 3.195  0.1096
H: 3.166 0.457 2.052  0.1067
H: -1.374 -2.744 4.581  0.1060
H: 2.359 -2.817 -4.086  0.1274
H: -5.538 1.284 0.552  0.1095
H: -2.603 -3.925 2.794  0.1098
H: 1.174 1.700 3.146  0.1159
H: 0.569 4.404 2.023  0.1176
H: 0.017 -2.497 2.123  0.0274
H: 1.290 2.418 0.733  0.0341
H: -5.138 2.714 -0.309  0.1149
H: 2.000 0.317 -0.005  0.0423
H: -0.501 1.787 1.688  0.0249
H: -3.155 2.968 1.494  0.1170
H: 2.054 -1.461 1.725  0.0381
H: -1.308 -1.330 3.488  0.1166
H: 4.289 0.640 -0.034  0.1285
H: 0.359 2.964 4.106  0.1093
H: 3.087 0.142 -3.634  0.1192
H: -3.114 0.878 2.159  0.0425
H: 4.477 -1.097 -0.219  0.1157
H: 0.482 -0.857 -3.354  0.0406
H: 3.727 -1.379 -2.016  0.0205
H: 3.877 -0.867 -4.789  0.1118
H: -2.329 -1.500 1.322  0.0071
H: -4.803 3.132 2.078  0.1053
H: 4.722 -0.534 2.080  0.1116
H: 1.675 -1.542 -5.080  0.1292
H: -3.001 0.847 0.134  -0.0073
H: 2.121 4.128 2.821  0.1073



The following is a DFT calculation (ωB97M-V/def2-TZVPD) of a molecular structure, C10H30LiO5S4 at a distorted geometry.

For the HOMO energy, the calculation gives -11.320 eV. The charge is +1.

Each line ends with the Löwdin charge.
Element x y z (Å)
S: -6.172 -30.785 -31.211  0.9358
S: -7.894 -35.360 -33.521  0.9963
S: -6.650 -34.150 -28.387  0.8952
S: -10.569 -32.090 -32.116  0.8616
O: -9.896 -32.535 -30.790  -0.5795
O: -7.642 -33.933 -29.520  -0.6286
O: -8.129 -34.503 -32.211  -0.6310
O: -10.241 -37.090 -32.011  -0.0691
O: -6.881 -31.910 -30.498  -0.6663
C: -7.672 -34.644 -26.914  -0.1877
C: -6.743 -34.279 -34.401  -0.2345
C: -6.337 -32.497 -27.840  -0.3317
C: -6.190 -29.385 -30.119  -0.2327
C: -9.312 -34.914 -34.535  -0.2194
C: -11.871 -33.250 -32.272  -0.3081
C: -10.469 -36.000 -31.142  -0.3526
C: -9.697 -36.144 -29.839  -0.1087
C: -11.550 -30.654 -31.628  -0.1981
C: -7.335 -30.143 -32.432  -0.2133
Li: -8.148 -32.730 -31.098  0.4861
H: -9.984 -34.929 -31.787  0.1108
H: -12.689 -33.506 -31.396  0.1536
H: -12.172 -30.150 -32.301  0.0559
H: -7.647 -30.865 -33.212  0.0727
H: -12.097 -30.985 -30.781  0.0577
H: -7.292 -31.699 -27.648  0.1515
H: -10.693 -30.149 -31.294  0.0133
H: -11.266 -34.156 -32.467  -0.0196
H: -8.107 -29.792 -31.820  0.0257
H: -7.874 -35.565 -27.312  -0.0093
H: -6.502 -34.553 -35.465  0.0899
H: -5.832 -32.474 -26.897  0.0227
H: -7.047 -34.668 -25.955  0.1022
H: -7.177 -29.212 -29.573  0.1186
H: -8.407 -33.906 -27.080  0.0322
H: -12.572 -33.003 -33.142  0.0895
H: -8.614 -36.192 -29.829  0.0492
H: -10.102 -35.432 -34.158  0.0015
H: -5.763 -34.415 -34.142  0.0247
H: -9.095 -35.239 -35.542  0.0843
H: -9.913 -37.186 -29.441  0.0991
H: -7.332 -33.395 -34.437  0.0348
H: -5.410 -29.354 -29.401  0.0585
H: -11.395 -35.864 -30.643  0.0912
H: -6.052 -28.520 -30.505  -0.0182
H: -10.916 -36.917 -32.685  0.0829
H: -9.771 -34.078 -34.298  -0.0070
H: -10.138 -35.443 -29.068  0.0980
H: -5.576 -31.936 -28.557  0.0683
H: -6.687 -29.386 -32.820  0.0518



The following is a DFT calculation (ωB97M-V/def2-TZVPD) of 4 unconnected molecules or ions with the total composition C10H30N2O4 at a distorted geometry.

Its SMILES is COC[C@H](C)N.COC[C@H](C)N.CO.CO. For the HOMO energy, the calculation gives -9.141 eV. The charge is 0.

Each line ends with the Löwdin charge.
Element x y z (Å)
O: -28.398 6.507 -6.561  -0.1897
O: -29.734 2.519 -9.097  -0.1178
O: -25.697 -3.407 -7.155  -0.1861
O: -31.691 2.553 -11.379  -0.1239
N: -25.776 -0.505 -6.536  0.0337
N: -27.555 8.551 -3.620  0.0201
C: -32.842 3.237 -10.928  -0.1495
C: -29.030 5.241 -6.712  -0.0989
C: -26.303 8.598 -5.678  -0.0684
C: -26.693 -1.521 -5.967  -0.4263
C: -26.886 -2.671 -6.955  -0.2072
C: -28.016 6.752 -5.222  -0.2286
C: -30.078 1.467 -8.233  -0.1783
C: -27.986 -0.778 -5.583  -0.0608
C: -27.641 8.228 -5.060  -0.4320
C: -25.327 -4.225 -6.065  -0.1108
H: -27.641 -3.342 -6.518  0.1213
H: -29.477 0.568 -8.388  0.0644
H: -28.432 4.477 -6.208  0.0871
H: -29.862 1.733 -7.193  0.0685
H: -26.214 -1.905 -5.061  0.1168
H: -28.532 -0.446 -6.469  0.0521
H: -26.781 8.018 -3.237  0.0655
H: -29.932 5.282 -6.079  0.0821
H: -24.464 -4.807 -6.375  0.0885
H: -30.210 2.441 -9.933  0.0394
H: -33.416 3.677 -11.740  0.0815
H: -27.745 0.176 -5.111  0.0732
H: -32.578 4.031 -10.218  0.0789
H: -25.967 9.620 -5.528  0.0755
H: -31.149 1.252 -8.178  0.0787
H: -28.646 -1.349 -4.929  0.0741
H: -28.407 8.295 -3.137  0.0628
H: -25.539 7.923 -5.276  0.0776
H: -25.058 -3.666 -5.167  0.0778
H: -28.825 6.460 -4.543  0.1151
H: -26.118 -4.917 -5.764  0.0888
H: -25.166 -1.033 -7.167  0.0660
H: -29.365 5.038 -7.721  0.0804
H: -26.331 8.398 -6.752  0.0789
H: -25.102 -0.251 -5.817  0.0692
H: -27.343 -2.437 -7.916  0.1322
H: -27.157 6.128 -4.941  0.1268
H: -33.426 2.585 -10.272  0.0792
H: -31.576 2.618 -12.327  0.0841
H: -28.418 8.879 -5.465  0.1381



Asked for Kohn-Sham gap across the records above, the calculation gives 1.15; 2.39; 9.14; 9.85 eV in order.
Asked for energy above the lowest of the compared OMol25 structures with the same formula, charge and spin across the records above, the calculation gives 324.21; 0.00; 48.05; 24.34 kcal per mole in order.
Asked for lowest unoccupied orbital energy across the records above, the calculation gives -13.9; 5.4; -2.2; 0.7 eV in order.